(1)
Entry from the OMol25 dataset: C5H8O2 as an isolated structure at a distorted geometry (wB97M-V/def2-TZVPD).

- Energy above the lowest of the compared OMol25 structures with the same formula, charge and spin: 2.088 eV
- E: -9407.744 eV

Geometry as XYZ:
```
15
Properties=species:S:1:pos:R:3:nbo_charge:R:1
C 0.73997 1.08891 -1.33134 -0.631
C -0.08586 0.08232 -0.54119 0.167
O -0.86976 -0.59874 -1.48773 -0.695
C 0.64689 -0.77033 0.47956 -0.431
C -0.47067 -0.78002 1.51830 -0.527
C -0.85309 0.54528 0.81504 0.579
O -1.40922 1.53558 1.18410 -0.491
H 1.19829 0.60951 -2.20669 0.227
H 0.08783 1.88787 -1.68854 0.230
H 1.54085 1.53188 -0.72976 0.211
H -1.37440 -1.28692 -1.04044 0.467
H 1.11968 -1.71931 0.16768 0.233
H 1.12746 0.17821 0.88595 0.219
H -1.27648 -1.51525 1.41728 0.213
H -0.12150 -0.78898 2.55777 0.229
```

(2)
Entry from the OMol25 dataset: one molecule with the formula C5H8O2 at a distorted geometry (wB97M-V/def2-TZVPD).

- Energy above the lowest of the compared OMol25 structures with the same formula, charge and spin: 4.551 eV
- E: -9405.281 eV

Geometry as XYZ:
```
15
Properties=species:S:1:pos:R:3:nbo_charge:R:1
O 0.92787 0.21915 2.32048 -0.694
C -0.14949 0.02482 1.44775 0.126
C -0.65928 1.28239 0.66501 -0.484
C -0.42136 0.47105 -0.56526 0.305
C 0.00198 -0.00944 -2.77594 -0.222
O -0.33295 0.81760 -1.79610 -0.349
C 0.12996 -0.72897 0.10917 -0.517
H 1.61713 0.69804 1.84160 0.462
H -0.93136 -0.45387 2.04179 0.181
H -0.03433 2.17610 0.80447 0.210
H -1.70058 1.55860 0.87221 0.220
H -0.00530 0.44572 -3.75342 0.171
H -0.21479 -1.05899 -2.62048 0.155
H 1.20188 -0.87150 -0.13235 0.217
H -0.36232 -1.70200 -0.01632 0.220
```

(3)
Entry from the OMol25 dataset: one molecule with the formula C5H8O2 at a distorted geometry (wB97M-V/def2-TZVPD).

- Energy above the lowest of the compared OMol25 structures with the same formula, charge and spin: 4.181 eV
- E: -9405.651 eV

Geometry as XYZ:
```
15
Properties=species:S:1:pos:R:3:nbo_charge:R:1
O -0.52317 0.09770 1.98533 -0.714
C 0.16809 -0.48351 0.89382 0.054
C -0.83892 -1.16776 -0.01451 -0.627
C -1.18697 -0.27473 -1.10942 0.199
O 1.60525 -0.24312 -0.99947 -0.756
C -0.48203 0.96138 -0.90709 -0.630
C 0.69854 0.57598 -0.05686 0.071
H 0.13581 0.50898 2.56165 0.471
H 0.97310 -1.14861 1.22748 0.185
H -0.40332 -1.99508 -0.56170 0.293
H -1.69763 -1.58894 0.46855 0.272
H 1.80449 0.28945 -1.78307 0.470
H -0.28376 1.55524 -1.79765 0.236
H -1.21539 1.52311 -0.33001 0.290
H 1.28636 1.36954 0.38535 0.185
```

(4)
Entry from the OMol25 dataset: a 2-piece molecular cluster, C5H8O2 overall (wB97M-V/def2-TZVPD).

- Energy above the lowest of the compared OMol25 structures with the same formula, charge and spin: 2.056 eV
- E: -9407.776 eV

Geometry as XYZ:
```
15
Properties=species:S:1:pos:R:3:nbo_charge:R:1
O 1.05512 0.34858 -2.08302 -0.501
C 1.28213 0.66727 -0.94097 0.453
C 1.85569 -0.27939 0.09497 -0.624
C 0.94015 -0.43917 1.29588 0.453
O 0.48473 -1.49776 1.65097 -0.501
H 1.08899 1.70321 -0.58051 0.111
H 2.03152 -1.25630 -0.35825 0.251
H 2.80695 0.14880 0.45189 0.247
H 0.71077 0.49628 1.85131 0.111
C -1.90801 0.12065 -0.88949 -0.394
C -2.18199 -0.06832 0.39603 -0.399
H -1.74863 -0.71093 -1.57503 0.204
H -1.81011 1.11671 -1.31915 0.195
H -2.32966 0.76655 1.08174 0.191
H -2.25639 -1.06474 0.82797 0.206
```

Please write out number 3 again, unchanged.
Entry from the OMol25 dataset: one molecule with the formula C5H8O2 at a distorted geometry (wB97M-V/def2-TZVPD).

- Energy above the lowest of the compared OMol25 structures with the same formula, charge and spin: 4.181 eV
- E: -9405.651 eV

Geometry as XYZ:
```
15
Properties=species:S:1:pos:R:3:nbo_charge:R:1
O -0.52317 0.09770 1.98533 -0.714
C 0.16809 -0.48351 0.89382 0.054
C -0.83892 -1.16776 -0.01451 -0.627
C -1.18697 -0.27473 -1.10942 0.199
O 1.60525 -0.24312 -0.99947 -0.756
C -0.48203 0.96138 -0.90709 -0.630
C 0.69854 0.57598 -0.05686 0.071
H 0.13581 0.50898 2.56165 0.471
H 0.97310 -1.14861 1.22748 0.185
H -0.40332 -1.99508 -0.56170 0.293
H -1.69763 -1.58894 0.46855 0.272
H 1.80449 0.28945 -1.78307 0.470
H -0.28376 1.55524 -1.79765 0.236
H -1.21539 1.52311 -0.33001 0.290
H 1.28636 1.36954 0.38535 0.185
```